Density functional theory data (the ωB97M-V functional and the def2-TZVPD basis) for C52H83N4S5Si3SnTe as an isolated structure at a distorted geometry.

CARTESIAN COORDINATES (ANGSTROEM)
Te: 0.06758 2.48938 1.93749
Sn: 0.59810 -0.96949 0.08284
S: 6.24398 4.46628 -3.42594
S: 1.79238 0.73184 -3.50008
S: 4.48103 3.31644 -1.33712
S: 2.17261 1.70234 -0.36702
S: 4.07344 2.58547 -4.12198
Si: -1.19799 2.09890 5.13669
Si: 1.47821 5.59992 2.06223
Si: -2.85469 -0.33758 -1.43897
N: -1.55721 2.21066 -1.35390
N: 1.46160 -2.93028 -0.42115
N: 2.39137 -0.52075 1.90324
N: -0.34189 -1.18081 2.45464
C: 1.54876 -1.64635 3.97226
C: -6.14863 0.84710 1.66718
C: -2.45318 3.03452 -0.53430
C: 2.81907 4.71710 3.02494
C: -1.85582 3.80357 5.51754
C: -4.11372 -0.32627 1.15854
C: -5.22383 0.92852 -0.55231
C: -1.06547 4.18788 -2.80509
C: -0.45761 -3.93243 0.61578
C: -5.10426 0.02913 2.06827
C: -0.51491 -7.22144 -2.08905
C: 3.13029 2.24594 -1.65648
C: -4.14818 0.12085 -0.16244
C: 5.01142 3.51877 -2.97808
C: 2.95100 1.91525 -2.98817
C: -3.62542 -2.52711 -4.88128
C: 4.82315 -1.74237 -2.84541
C: 3.98369 -2.92331 -3.34005
C: -1.45783 -4.87765 0.74221
C: 1.36949 1.32692 -5.16004
C: -6.21190 1.29290 0.34902
C: 2.60348 -2.90377 -2.66688
C: 1.11843 7.27156 2.81026
C: 5.01464 -1.86828 -1.33206
C: 4.68979 -4.24180 -3.00067
C: -4.97368 -2.84743 -4.78086
C: -0.50504 -6.05379 -1.13338
C: 2.62828 -1.60406 2.88952
C: -1.47266 -5.95232 -0.14276
C: 4.87723 -4.34761 -1.48134
C: -2.53320 -4.73676 1.79123
C: -0.51561 3.03258 -1.96580
C: 0.35919 2.25967 4.05981
C: -0.67375 1.20031 6.69180
C: -2.50625 1.08890 4.24733
C: -0.14069 4.61584 2.09814
C: -1.47675 -1.42007 -0.79070
C: 0.47782 -5.07170 -1.25502
C: -5.70132 -2.42669 -3.67539
C: 3.64069 -1.86998 -0.65820
C: -2.22812 1.26116 -2.26266
C: 2.75160 -3.02983 -1.13639
C: 5.73162 -3.17691 -0.99386
C: 3.50656 -4.32883 -0.78953
C: -3.73701 -1.32978 -2.76836
C: 1.95696 5.70440 0.26069
C: -5.08666 -1.68088 -2.67594
C: 0.19201 -2.11081 3.47725
C: -1.95069 5.07214 -1.92628
C: 0.53425 -3.97608 -0.38310
C: -3.01798 -1.77642 -3.88543
C: -3.05437 4.22257 -1.29493
H: 3.78495 5.20288 2.85262
H: -1.06801 4.47284 5.87713
H: -0.23884 4.76736 -3.22739
H: 0.12336 2.38428 -2.56422
H: -0.24878 0.21530 6.47209
H: -2.24889 -6.70658 -0.06304
H: -6.75115 -2.68169 -3.58839
H: -0.56149 -6.87751 -3.12473
H: 0.29580 -3.10374 3.04054
H: 0.94067 3.12865 4.37895
H: -5.45401 -3.43029 -5.55793
H: 2.00312 7.91561 2.76319
H: -0.70043 4.77701 3.02265
H: -5.66816 -1.36663 -1.81749
H: 2.62742 -2.54815 2.33732
H: -2.38989 5.88096 -2.51256
H: 2.32761 0.38591 2.36383
H: -1.32209 -1.38969 2.27518
H: -2.93576 -5.71012 2.06789
H: 5.38176 -5.28592 -1.24330
H: -0.40541 -3.10716 1.31391
H: -3.29794 -0.97008 1.47977
H: 2.93764 -5.20554 -1.09574
H: 3.75754 -1.97123 0.42483
H: 0.09644 3.45101 -1.15354
H: 5.88284 -3.25201 0.08806
H: -1.90666 -2.16669 -0.12019
H: 4.30663 -0.80523 -3.07237
H: -1.08558 -1.98906 -1.64376
H: -3.24167 2.41041 -0.13306
H: -1.50434 0.96145 -3.03277
H: 0.39531 -7.81510 -1.98081
H: -0.31812 -0.23000 2.81970
H: -0.49973 -2.19010 4.31904
H: -3.04839 -2.86552 -5.73454
H: -1.53440 1.04694 7.35205
H: 3.13592 -0.91815 -0.88793
H: -3.07815 1.72762 -2.79120
H: 3.59496 -1.49562 3.38165
H: 2.20270 1.19144 -5.84493
H: -7.03215 1.92256 0.02736
H: -1.87090 3.41832 0.30833
H: 5.66140 -4.28512 -3.50207
H: -3.36240 -4.13546 1.40309
H: -5.06322 -0.33434 3.08835
H: -3.50332 1.38734 4.58908
H: -2.47831 1.24033 3.16492
H: -1.33575 5.52150 -1.13519
H: 2.93875 6.17091 0.13269
H: 5.59925 -1.02037 -0.96459
H: 0.31076 7.78197 2.27661
H: 0.07081 1.77086 7.25537
H: 3.18246 -0.45085 1.27359
H: -3.66274 4.81757 -0.60928
H: 1.45244 -0.65798 4.43640
H: -1.36985 -7.86960 -1.90311
H: 2.63700 4.73470 4.10366
H: -0.77471 4.93517 1.26593
H: 4.09389 -5.08622 -3.36232
H: 1.23270 6.29011 -0.31464
H: -3.71424 3.84437 -2.08566
H: 0.52639 0.71900 -5.48009
H: 6.71501 -3.19974 -1.47186
H: 1.99843 -3.72170 -3.06228
H: -2.15750 -4.24745 2.69446
H: 1.17108 -5.16414 -2.08048
H: -5.28654 1.27935 -1.57979
H: 1.07710 2.37378 -5.11036
H: 1.00319 1.38742 4.20655
H: -1.96172 -1.52945 -3.97724
H: -1.65711 3.78681 -3.63668
H: 1.87497 -2.33015 4.75565
H: 3.85266 -2.84632 -4.42289
H: 2.07710 -1.96789 -2.88087
H: 3.62713 -4.38552 0.29935
H: 2.00445 4.70153 -0.17704
H: 0.82753 7.18566 3.86150
H: -2.40922 0.01528 4.45383
H: -2.62235 3.74995 6.29693
H: 5.79277 -1.72152 -3.35140
H: -6.91734 1.13611 2.37373
H: 2.90990 3.67517 2.70249
H: -2.31797 4.26093 4.63702

- E (a.u.) = -5591.85943
- LUMO energy (eV) = -4.93
- total charge = +1
- 2S+1 = 1
- energy above the lowest of the compared OMol25 structures with the same formula, charge and spin (kcal per mole) = 0.0
- highest occupied orbital energy (hartree) = -0.341
- frontier orbital gap (eV) = 4.359

Results of the Mulliken charge analysis, in e, for atoms 1 through 8:
1. Te -0.7998
2. Sn 1.5350
3. S -0.1675
4. S 0.4603
5. S 0.0709
6. S 0.4848
7. S -0.0913
8. Si 0.1585